(1)
{
  "formula": "C49H51IrN4O3PS3Sb",
  "method": "wB97M-V/def2-TZVPD",
  "elements": ["Ir", "C", "C", "N", "C", "C", "S", "C", "C", "S", "C", "N", "C", "H", "H", "H", "H", "H", "H", "H", "H", "O", "N", "C", "C", "C", "C", "C", "H", "H", "H", "H", "H", "C", "P", "C", "C", "H", "H", "H", "H", "H", "H", "H", "H", "H", "C", "C", "C", "C", "C", "C", "N", "C", "C", "C", "C", "C", "C", "C", "O", "O", "C", "C", "H", "H", "H", "H", "H", "H", "H", "H", "H", "H", "H", "H", "H", "H", "S", "Sb", "C", "C", "C", "C", "C", "C", "C", "C", "C", "C", "C", "C", "C", "C", "C", "C", "C", "C", "H", "H", "H", "H", "H", "H", "H", "H", "H", "H", "H", "H", "H", "H", "H"],
  "xyz": [[1.653, -0.145, 0.023], [5.517, -2.116, 0.040], [4.956, -1.172, -0.957], [4.089, -0.243, -0.725], [3.867, 0.540, -1.830], [4.561, 0.171, -2.942], [5.534, -1.197, -2.605], [3.064, 1.731, -1.652], [2.795, 2.711, -2.561], [2.057, 4.052, -1.787], [2.177, 3.214, -0.266], [2.657, 2.015, -0.370], [1.863, 3.890, 1.010], [4.908, -3.019, 0.090], [5.534, -1.653, 1.025], [6.530, -2.393, -0.241], [4.530, 0.628, -3.909], [2.978, 2.705, -3.617], [1.210, 4.742, 0.850], [2.781, 4.248, 1.479], [1.403, 3.180, 1.688], [2.645, -2.095, 1.001], [2.997, -1.991, 2.227], [3.176, -0.784, 2.795], [3.446, -0.664, 4.139], [3.563, -1.805, 4.922], [3.437, -3.041, 4.303], [3.160, -3.110, 2.959], [3.068, 0.060, 2.118], [3.563, 0.319, 4.564], [3.761, -1.740, 5.978], [3.560, -3.956, 4.855], [3.040, -4.043, 2.431], [-0.255, -3.209, 0.992], [-0.233, -1.389, 1.243], [-0.096, -1.312, 3.086], [-2.014, -0.949, 1.099], [-0.957, -3.705, 1.660], [0.750, -3.588, 1.158], [-0.517, -3.420, -0.041], [-1.054, -1.547, 3.547], [0.196, -0.306, 3.377], [0.647, -2.016, 3.449], [-2.197, -0.023, 1.645], [-2.631, -1.746, 1.518], [-2.286, -0.789, 0.058], [1.145, 3.377, 6.297], [0.597, 4.098, 5.104], [0.974, 5.412, 4.852], [0.488, 6.084, 3.745], [-0.305, 5.426, 2.828], [-0.652, 4.091, 3.036], [-1.247, 3.299, 2.060], [-1.750, 3.688, 0.844], [-2.531, 4.842, 0.711], [-3.074, 5.193, -0.506], [-2.869, 4.393, -1.623], [-2.124, 3.237, -1.503], [-1.567, 2.860, -0.285], [-0.747, 1.606, -0.265], [-0.802, 0.827, -1.224], [0.008, 1.403, 0.751], [-0.271, 3.451, 4.228], [-0.790, 2.083, 4.561], [1.931, 3.961, 6.768], [1.556, 2.411, 6.005], [0.360, 3.197, 7.029], [1.648, 5.912, 5.530], [0.765, 7.111, 3.571], [-0.606, 5.927, 1.923], [-0.836, 2.366, 2.002], [-2.727, 5.451, 1.580], [-3.662, 6.094, -0.592], [-3.294, 4.660, -2.576], [-1.943, 2.607, -2.360], [-1.551, 1.762, 3.856], [-1.240, 2.092, 5.552], [0.015, 1.348, 4.577], [1.356, -0.935, -2.216], [-1.245, -1.901, -2.475], [-3.046, -2.937, -1.675], [-2.930, -4.174, -1.063], [-4.040, -4.770, -0.487], [-5.260, -4.117, -0.489], [-5.371, -2.875, -1.089], [-4.264, -2.282, -1.675], [-0.449, -3.519, -3.683], [-1.116, -4.723, -3.842], [-0.558, -5.726, -4.618], [0.652, -5.523, -5.260], [1.298, -4.306, -5.137], [0.753, -3.312, -4.344], [-2.206, -0.858, -4.091], [-2.112, -1.336, -5.386], [-2.784, -0.683, -6.405], [-3.543, 0.442, -6.131], [-3.632, 0.916, -4.834], [-2.962, 0.267, -3.812], [-1.982, -4.695, -1.044], [-3.953, -5.750, -0.044], [-6.121, -4.575, -0.024], [-6.325, -2.370, -1.107], [-4.360, -1.313, -2.145], [-2.075, -4.885, -3.371], [-1.075, -6.668, -4.724], [1.081, -6.309, -5.863], [2.225, -4.125, -5.662], [1.268, -2.367, -4.231], [-1.521, -2.215, -5.607], [-2.724, -1.059, -7.415], [-4.065, 0.946, -6.930], [-4.234, 1.786, -4.618], [-3.014, 0.642, -2.798]],
  "s2": 0.86,
  "lumo_energy_ev": [-4.1, -4.1],
  "e_above_lowest_kj_mol": 556.2,
  "total_charge": 1,
  "e_homo_ev": [-9.173, -9.202],
  "homo_lumo_gap_ha": [0.18564, 0.18850],
  "spin_multiplicity": 2
}

---

(2)
{
  "formula": "C33H72N4O5",
  "method": "wB97M-V/def2-TZVPD",
  "elements": ["C", "C", "C", "C", "C", "C", "N", "O", "C", "C", "C", "H", "H", "H", "H", "H", "H", "H", "H", "H", "H", "H", "H", "H", "H", "H", "H", "H", "H", "H", "C", "C", "C", "C", "C", "C", "N", "O", "C", "C", "C", "H", "H", "H", "H", "H", "H", "H", "H", "H", "H", "H", "H", "H", "H", "H", "H", "H", "H", "H", "C", "C", "C", "C", "C", "C", "N", "O", "C", "C", "C", "H", "H", "H", "H", "H", "H", "H", "H", "H", "H", "H", "H", "H", "H", "H", "H", "H", "H", "H", "C", "O", "C", "C", "N", "C", "C", "O", "C", "H", "H", "H", "H", "H", "H", "H", "H", "H", "H", "H", "H", "H", "H", "H"],
  "xyz": [[-4.480, -0.739, -6.798], [-3.531, -1.801, -7.314], [-2.202, -1.094, -7.441], [-1.509, -0.766, -6.134], [-1.086, -2.066, -5.463], [-2.333, -2.924, -5.243], [-3.280, -2.953, -6.427], [-4.488, -3.596, -6.097], [-1.954, -4.359, -5.134], [-3.108, -2.451, -3.894], [-4.036, -2.330, -8.726], [-4.688, 0.000, -7.572], [-4.001, -0.244, -5.953], [-5.369, -1.210, -6.380], [-1.599, -1.681, -8.135], [-2.368, -0.199, -8.041], [-2.136, -0.068, -5.579], [-0.550, -0.258, -6.231], [-0.547, -1.777, -4.561], [-0.370, -2.574, -6.109], [-1.479, -4.553, -4.173], [-2.895, -4.908, -5.100], [-1.368, -4.757, -5.962], [-2.497, -2.033, -3.093], [-3.958, -1.930, -4.336], [-3.594, -3.328, -3.467], [-3.404, -3.073, -9.215], [-3.985, -1.606, -9.539], [-5.017, -2.803, -8.759], [-4.477, -4.354, -6.685], [4.332, -1.395, -0.319], [5.424, -1.534, 0.798], [5.604, -0.138, 1.480], [4.549, 0.146, 2.506], [4.538, -0.974, 3.588], [4.200, -2.358, 3.008], [5.059, -2.610, 1.816], [5.065, -3.922, 1.294], [4.475, -3.489, 4.136], [2.622, -2.332, 2.710], [6.781, -1.817, 0.158], [4.759, -1.155, -1.293], [3.785, -0.469, -0.148], [3.597, -2.188, -0.460], [6.436, -0.043, 2.177], [5.795, 0.671, 0.774], [3.597, 0.377, 2.027], [4.717, 1.078, 3.046], [3.812, -0.485, 4.237], [5.478, -1.069, 4.131], [4.128, -3.181, 5.122], [3.832, -4.357, 3.997], [5.529, -3.706, 3.962], [2.278, -3.272, 2.280], [1.958, -2.285, 3.573], [2.301, -1.516, 2.062], [7.012, -1.128, -0.655], [6.966, -2.747, -0.380], [7.661, -1.875, 0.798], [5.966, -4.225, 1.431], [-0.304, 4.478, 5.549], [-1.755, 5.156, 5.421], [-1.777, 6.183, 4.189], [-1.909, 5.518, 2.757], [-3.197, 4.626, 2.865], [-3.143, 3.550, 3.977], [-2.774, 4.074, 5.277], [-2.772, 3.064, 6.311], [-4.561, 2.983, 3.965], [-2.166, 2.426, 3.561], [-2.155, 6.061, 6.543], [-0.247, 3.903, 6.473], [0.408, 5.272, 5.772], [-0.026, 3.884, 4.678], [-2.568, 6.930, 4.254], [-0.818, 6.696, 4.119], [-1.069, 4.940, 2.372], [-2.085, 6.328, 2.049], [-3.481, 4.211, 1.898], [-4.040, 5.284, 3.075], [-4.925, 2.514, 3.051], [-4.620, 2.299, 4.812], [-5.211, 3.735, 4.413], [-1.640, 2.590, 2.620], [-1.383, 2.271, 4.303], [-2.629, 1.441, 3.504], [-2.092, 5.512, 7.482], [-3.198, 6.374, 6.511], [-1.464, 6.894, 6.670], [-3.377, 3.316, 7.012], [0.837, 1.353, 2.830], [1.413, 0.975, 1.602], [0.894, 1.508, 0.372], [-0.506, 1.045, -0.167], [-0.486, -0.236, -0.989], [0.332, -1.284, -0.313], [0.246, -2.633, -1.050], [0.693, -2.430, -2.360], [1.646, -3.420, -2.869], [0.021, 0.719, 3.180], [0.617, 2.420, 2.798], [1.554, 1.190, 3.635], [1.559, 1.260, -0.455], [0.932, 2.597, 0.418], [-0.715, 1.774, -0.950], [-1.277, 1.049, 0.603], [-0.011, -0.178, -1.878], [-0.074, -1.467, 0.682], [1.368, -0.974, -0.174], [-0.689, -3.192, -1.083], [1.071, -3.206, -0.626], [2.017, -3.042, -3.821], [1.179, -4.385, -3.067], [2.407, -3.521, -2.095]],
  "lumo_energy_ev": 0.6,
  "smiles": "CC1(C)CCCC(C)(C)N1O.CC1(C)CCCC(C)(C)N1O.CC1(C)CCCC(C)(C)N1O.COCCNCCOC",
  "e_above_lowest_kj_mol": 0.0,
  "e_homo_ev": -8.022,
  "homo_lumo_gap_ha": 0.31833
}